{"formula": "C2H5NO2S2", "method": "ωB97M-V/def2-TZVPD", "e_lumo_ev": -0.1, "gap_ha": 0.335, "e_homo_ev": -9.17, "total_energy_ev": -29408.582, "species": ["C", "C", "N", "O", "O", "S", "S", "H", "H", "H", "H", "H"], "positions_angstrom": [[2.30, -0.22, 0.29], [-2.15, -0.07, 0.14], [3.12, -0.74, -0.49], [-3.12, 0.15, -0.82], [0.39, 1.53, 0.53], [-0.64, -1.03, -0.41], [0.85, 0.57, -0.48], [2.38, -0.01, 1.36], [-2.80, 0.75, -1.50], [-1.74, 0.85, 0.58], [-2.59, -0.70, 0.91], [4.00, -1.08, -0.10]]}